[1]
Below is a structure of composition C11H24AgClNO3, with properties calculated with wB97M-V/def2-TZVPD.

Element x y z (Å)
Ag: -1.93649 -0.99905 1.16414
Cl: -2.40541 0.88246 1.60383
C: 0.02589 -3.80430 -0.47654
C: 0.63464 -2.43310 -0.64293
C: 0.38306 -2.36803 -2.16968
C: 0.70822 -1.05162 -2.79688
C: 0.01927 0.18205 -2.20720
C: 0.16495 0.16326 -0.66144
N: -0.13435 -1.22133 -0.04173
O: -0.30551 -1.25019 1.41321
C: -0.86239 1.18437 -0.21850
C: 1.54029 0.69164 -0.24905
C: 2.14776 -2.52610 -0.45517
H: 0.50032 -4.69730 -0.88342
H: -1.03700 -3.79797 -0.71803
H: -0.04689 -4.06248 0.57993
H: -0.59091 -2.66887 -2.55566
H: 1.06049 -3.06426 -2.66408
H: 0.31488 -0.92946 -3.80607
H: 1.79447 -1.00155 -2.87220
H: -1.01848 0.31018 -2.51503
H: 0.72360 0.92049 -2.59030
H: -0.73540 1.56141 0.79629
H: -1.87174 0.79522 -0.08478
H: -0.87955 2.01647 -0.92235
H: 1.59140 0.63463 0.83826
H: 1.71521 1.66822 -0.70050
H: 2.35306 0.07495 -0.63270
H: 2.50134 -3.53913 -0.64710
H: 2.26118 -2.43623 0.62519
H: 2.86395 -1.78844 -0.81719
C: -1.74993 3.61144 3.02903
C: -0.36600 3.70772 2.28996
O: -0.22229 2.86767 1.19814
O: -2.05579 2.31214 3.36541
H: -2.54825 4.10482 2.47463
H: -1.74527 4.18509 3.95585
H: 0.27851 3.20880 3.01370
H: -0.07500 4.72542 2.02978
H: -0.73836 2.07149 1.34436
H: -2.25749 1.75948 2.60681

* F_max: 13.8 eV/A
* E: -1320.55699 a.u.
* lowest unoccupied orbital energy (spin up / spin down): -0.0072 / -0.0426 hartree
* HOMO level (spin up / spin down): -8.43 / -8.31 eV
* spin multiplicity: 2

[2]
Below is a structure of composition C11H24Br6NO5P, with properties calculated with wB97M-V/def2-TZVPD.

Element x y z (Å)
C: -1.31408 -5.01108 -5.49380
O: -1.43635 -3.79801 -5.38994
N: -2.11559 -5.82123 -6.22041
C: -1.94104 -7.21800 -6.19830
C: -3.10960 -5.29044 -7.09234
H: -0.38226 -5.42548 -5.07884
H: -1.16542 -7.43844 -6.93173
H: -2.72599 -7.83463 -6.63617
H: -1.63585 -7.65058 -5.24550
H: -3.14023 -4.20530 -7.19049
H: -3.00041 -5.70699 -8.09367
H: -4.12661 -5.56889 -6.81622
C: -7.50728 -2.64257 -2.63984
Br: -7.11067 -2.87308 -0.75706
Br: -8.84680 -1.23029 -2.89447
Br: -7.83969 -4.32660 -3.70753
H: -6.60627 -2.15247 -3.00873
C: -1.70632 -1.02377 0.07808
Br: -2.95176 0.08036 -0.95453
Br: -2.35274 -2.86713 0.24387
Br: -1.66662 -0.20857 1.92092
H: -0.78372 -1.06865 -0.50062
C: -14.23616 -3.23188 -1.71288
C: -15.01555 -1.87697 -1.65272
O: -16.05747 -1.85035 -2.51351
P: -17.27017 -0.76245 -2.36167
O: -18.28499 -0.90168 -3.41173
O: -17.67469 -1.07769 -0.80410
C: -18.28120 -2.25485 -0.44176
C: -18.32396 -2.65789 0.98593
O: -16.53405 0.70237 -2.34661
C: -17.27491 1.84169 -2.80749
C: -16.93051 2.10952 -4.30022
H: -14.69823 -4.15532 -1.36380
H: -14.13138 -3.57058 -2.74361
H: -13.21139 -3.08198 -1.37308
H: -15.43601 -1.82707 -0.64832
H: -14.29690 -1.10758 -1.93500
H: -19.25867 -2.35199 -0.91422
H: -17.81579 -3.09451 -0.95797
H: -19.19202 -3.19121 1.37342
H: -17.39087 -3.13030 1.29296
H: -18.29524 -1.71028 1.52379
H: -18.35328 1.75315 -2.67568
H: -16.98863 2.72493 -2.23651
H: -15.99935 2.63207 -4.51929
H: -16.90946 1.26407 -4.98788
H: -17.77203 2.65666 -4.72517

* F_max: 4.7 eV/A
* E: -16649.91972 a.u.
* lowest unoccupied orbital energy: -0.0179 hartree
* HOMO level: -9.31 eV

[3]
Below is a structure of composition C11H24ClFNO2Si, with properties calculated with wB97M-V/def2-TZVPD.

Element x y z (Å)
C: 0.41774 -2.49954 2.29190
C: -0.85095 -3.40055 1.87721
C: -1.12287 -3.42004 0.26975
C: -1.67406 -1.93980 -0.15613
O: -0.91256 -1.55404 -1.32763
C: -0.69739 -0.14580 -1.39942
O: -1.05398 0.42000 -2.46996
N: -0.04444 0.53512 -0.27295
C: -0.73156 1.81156 0.09348
C: -2.32642 1.77966 -0.00614
C: -2.84759 3.20398 0.59582
F: -2.96105 0.75703 0.78690
Si: 1.70712 0.82479 -0.62364
C: 2.49480 2.16429 0.54297
C: 2.75774 -0.78090 -0.33297
C: 2.11418 1.39411 -2.41812
H: 0.11507 -1.42635 2.60159
H: 1.02084 -3.00577 3.13380
H: 1.07538 -2.38873 1.34526
H: -0.77282 -4.46687 2.29550
H: -1.78382 -2.87642 2.32306
H: -1.91292 -4.23945 0.10180
H: -0.14012 -3.64528 -0.27772
H: -2.78280 -2.08697 -0.42286
H: -1.51472 -1.28191 0.76056
H: -0.28285 2.72538 -0.46169
H: -0.48281 1.99959 1.21133
H: -2.67754 1.78704 -1.10742
H: -1.99863 3.95479 0.74659
H: -3.69592 3.64422 -0.04184
H: -3.29671 2.97002 1.63091
H: 2.15812 3.22035 0.22674
H: 3.63210 2.09627 0.33909
H: 2.30531 1.96172 1.65260
H: 3.85924 -0.56456 -0.54584
H: 2.43003 -1.60693 -1.06886
H: 2.69697 -1.15194 0.76266
H: 2.89401 2.26430 -2.37994
H: 2.63370 0.53713 -2.97177
H: 1.20611 1.80520 -3.03752
Cl: 1.04607 0.62529 -4.26706

* charge: -1
* F_max: 8.0 eV/A
* E: -1488.21796 a.u.
* lowest unoccupied orbital energy: 0.1092 hartree
* HOMO level: -2.10 eV

Question: Among the records above, which one has the highest E?
Answer: C11H24AgClNO3

Question: What is the formula in the first record?
Answer: C11H24AgClNO3

What did the third record say?
Below is a structure of composition C11H24ClFNO2Si, with properties calculated with wB97M-V/def2-TZVPD.

Element x y z (Å)
C: 0.41774 -2.49954 2.29190
C: -0.85095 -3.40055 1.87721
C: -1.12287 -3.42004 0.26975
C: -1.67406 -1.93980 -0.15613
O: -0.91256 -1.55404 -1.32763
C: -0.69739 -0.14580 -1.39942
O: -1.05398 0.42000 -2.46996
N: -0.04444 0.53512 -0.27295
C: -0.73156 1.81156 0.09348
C: -2.32642 1.77966 -0.00614
C: -2.84759 3.20398 0.59582
F: -2.96105 0.75703 0.78690
Si: 1.70712 0.82479 -0.62364
C: 2.49480 2.16429 0.54297
C: 2.75774 -0.78090 -0.33297
C: 2.11418 1.39411 -2.41812
H: 0.11507 -1.42635 2.60159
H: 1.02084 -3.00577 3.13380
H: 1.07538 -2.38873 1.34526
H: -0.77282 -4.46687 2.29550
H: -1.78382 -2.87642 2.32306
H: -1.91292 -4.23945 0.10180
H: -0.14012 -3.64528 -0.27772
H: -2.78280 -2.08697 -0.42286
H: -1.51472 -1.28191 0.76056
H: -0.28285 2.72538 -0.46169
H: -0.48281 1.99959 1.21133
H: -2.67754 1.78704 -1.10742
H: -1.99863 3.95479 0.74659
H: -3.69592 3.64422 -0.04184
H: -3.29671 2.97002 1.63091
H: 2.15812 3.22035 0.22674
H: 3.63210 2.09627 0.33909
H: 2.30531 1.96172 1.65260
H: 3.85924 -0.56456 -0.54584
H: 2.43003 -1.60693 -1.06886
H: 2.69697 -1.15194 0.76266
H: 2.89401 2.26430 -2.37994
H: 2.63370 0.53713 -2.97177
H: 1.20611 1.80520 -3.03752
Cl: 1.04607 0.62529 -4.26706

* charge: -1
* F_max: 8.0 eV/A
* E: -1488.21796 a.u.
* lowest unoccupied orbital energy: 0.1092 hartree
* HOMO level: -2.10 eV